This record from OMol25 describes a structure of composition C18H22IN3P2Sc. The level of theory is the ωB97M-V functional and the def2-TZVPD basis.

XYZ file:
```
47
Properties=species:S:1:pos:R:3:nbo_charge:R:1
I -0.5530 -1.4750 -2.2887 0.282
Sc 0.4983 -0.2954 0.1891 1.610
P -0.2719 2.1435 1.1609 0.769
P 1.8167 1.6403 -1.3842 0.787
N 2.2469 -1.2729 0.4029 -0.860
N 4.0734 -1.9437 -1.0535 -0.596
N 4.8422 -0.6352 -3.0222 -0.403
C -1.9386 2.3748 0.4773 -0.936
C 3.1399 -1.5882 -0.3190 0.708
C -0.4196 2.5931 2.9110 -0.930
C -2.6306 -3.4629 0.9589 0.032
C -3.0456 -4.7562 -1.0485 -0.199
C 0.7186 3.4860 0.4097 -0.704
C -1.1807 -1.4620 0.9399 -0.568
C -1.4266 -1.3312 2.2828 -0.204
C 3.4628 1.8484 -0.6394 -0.944
C -2.2510 -3.8493 -1.7888 -0.235
C -2.8409 -3.2644 2.3517 -0.179
C 4.4851 -1.2424 -2.1072 0.425
C -3.2311 -4.5576 0.2869 -0.172
C 2.1439 1.6270 -3.1671 -0.940
C -1.8099 -2.5483 0.2566 -0.135
C 1.0047 3.2534 -1.0764 -0.708
C -2.2585 -2.2234 3.0057 -0.214
C -1.6775 -2.8052 -1.1297 -0.101
H -0.9522 -0.5296 2.8488 0.193
H 3.8713 2.8242 -0.9077 0.249
H 1.2071 1.6336 -3.7252 0.247
H -2.3023 3.3758 0.7156 0.250
H -1.1588 1.9594 3.4006 0.261
H 3.4393 1.7515 0.4456 0.245
H -3.4779 -3.9622 2.8822 0.225
H -3.5048 -5.5959 -1.5530 0.235
H 0.1819 4.4254 0.5604 0.252
H -2.6125 1.6273 0.8947 0.268
H -3.8429 -5.2436 0.8605 0.225
H 1.6492 3.5612 0.9771 0.247
H 1.6367 4.0512 -1.4729 0.252
H 2.7257 2.5093 -3.4382 0.251
H 0.5324 2.4682 3.4249 0.258
H -2.1142 -3.9958 -2.8514 0.236
H 2.7150 0.7394 -3.4378 0.284
H -1.9347 2.2492 -0.6062 0.250
H -0.7401 3.6332 2.9904 0.251
H 4.1283 1.0779 -1.0300 0.272
H 0.0773 3.2715 -1.6537 0.241
H -2.4209 -2.0842 4.0666 0.227
```

Properties
* electronic energy: -70867.6420 eV
* gap between HOMO and LUMO: 0.289 Ha
* spin multiplicity: 1
* charge: +1
* LUMO energy: -3.3 eV
* HOMO energy: -11.21 eV
* ΔE to the lowest compared entry with this formula, charge and spin: 3.1 kcal per mole